{"formula": "C32H48HoP2", "method": "ωB97M-V with the def2-TZVPD basis set", "homo_ev": [-9.51, -9.51], "charge": 1, "spin_multiplicity": 5, "s2": 6.01, "largest_force_ev_per_a": 3.4, "energy_ha": -2878.58114, "elements": ["Ho", "C", "C", "C", "C", "C", "C", "H", "H", "H", "C", "H", "H", "H", "C", "H", "H", "H", "C", "H", "H", "H", "C", "H", "H", "H", "C", "C", "C", "C", "C", "C", "C", "C", "H", "H", "H", "H", "H", "H", "H", "H", "H", "H", "H", "H", "P", "P", "C", "C", "H", "H", "H", "H", "C", "H", "H", "H", "C", "H", "H", "H", "C", "H", "H", "H", "C", "H", "H", "H", "C", "C", "C", "C", "C", "C", "C", "C", "H", "H", "H", "H", "H"], "xyz": [[-0.168176, 1.300842, 1.625619], [-0.166880, 3.793017, 2.037154], [-0.963227, 3.702584, 0.858708], [-2.062439, 2.570295, 2.556493], [-0.855856, 3.118180, 3.098958], [-2.139271, 2.962944, 1.180030], [1.078695, 4.585860, 2.200068], [1.490353, 4.902668, 1.232829], [1.848089, 4.007064, 2.714713], [0.876119, 5.491494, 2.794616], [-0.373403, 2.914274, 4.484518], [0.576163, 3.429398, 4.662069], [-0.189296, 1.847317, 4.678328], [-1.112291, 3.259285, 5.220646], [-2.992861, 1.668435, 3.281725], [-3.574732, 2.199728, 4.048714], [-2.435982, 0.868403, 3.792916], [-3.696666, 1.192061, 2.590440], [-3.341339, 2.821980, 0.323015], [-4.064463, 3.626719, 0.543383], [-3.854912, 1.869198, 0.497200], [-3.104730, 2.885145, -0.747096], [-0.768843, 4.526367, -0.360701], [-1.327182, 5.469269, -0.255093], [-1.131979, 4.030146, -1.265263], [0.282115, 4.793439, -0.510389], [1.935277, 0.161309, 0.051443], [2.026354, 1.466669, -0.282315], [1.685098, 2.082577, -1.609475], [0.540626, 1.422291, -2.399025], [-0.710809, 1.157013, -1.631834], [-0.948771, 0.052105, -0.895447], [-0.069003, -1.182893, -0.809386], [1.451768, -0.969175, -0.825613], [2.563175, 2.067852, -2.270932], [0.898546, 0.511368, -2.893697], [1.432553, 3.138783, -1.428855], [1.835108, -0.874546, -1.854557], [2.315043, -0.165581, 1.036022], [2.522737, 2.144852, 0.418881], [1.903503, -1.890355, -0.419684], [-0.326151, -1.697072, 0.134324], [-1.943316, -0.065980, -0.424683], [-0.315632, -1.887696, -1.623625], [0.277526, 2.118083, -3.214091], [-1.512080, 1.888468, -1.796724], [-0.488838, -4.495700, -3.139589], [-3.309358, -5.519930, -3.569735], [-0.664246, -5.905418, -4.376362], [-1.962135, -6.672541, -4.162114], [0.203314, -6.569273, -4.268327], [-0.629096, -5.473557, -5.384916], [-2.306518, -7.165215, -5.080743], [-1.845427, -7.440980, -3.388134], [-4.561929, -6.839100, -3.269615], [-5.536373, -6.371480, -3.091622], [-4.281782, -7.402776, -2.373920], [-4.634007, -7.524903, -4.123715], [-3.913569, -5.064351, -5.255191], [-4.027759, -5.960818, -5.878566], [-3.216110, -4.370032, -5.733844], [-4.882846, -4.563714, -5.152142], [0.935000, -5.219814, -2.218482], [1.335294, -4.472553, -1.522070], [1.718170, -5.545498, -2.917026], [0.574123, -6.081904, -1.641818], [0.395912, -3.323724, -4.254099], [-0.317722, -2.955244, -5.002752], [1.233234, -3.823497, -4.759141], [0.762792, -2.469971, -3.668930], [1.737983, 1.458612, 2.809243], [2.669487, 1.916222, 3.498944], [3.666873, 2.428228, 4.340945], [3.679668, 2.033990, 5.699008], [4.538330, 2.657173, 6.601134], [5.414627, 3.662832, 6.161783], [5.433879, 4.036573, 4.809010], [4.581617, 3.420834, 3.894153], [2.987902, 1.260546, 6.033804], [4.526259, 2.366117, 7.651407], [6.079617, 4.147383, 6.870862], [6.120198, 4.818158, 4.475044], [4.594882, 3.711140, 2.843188]], "forces_ev_per_angstrom": [[0.0, -0.2, -1.3], [-0.7, -0.2, 0.5], [-0.3, -0.3, 0.9], [0.6, 0.9, -0.6], [-0.2, 0.3, -1.1], [0.5, 0.0, 0.7], [0.4, 0.5, 0.1], [-0.1, 0.0, 0.2], [-0.1, 0.2, 0.0], [0.1, -0.2, -0.2], [0.1, -0.1, 0.7], [-0.2, -0.1, 0.0], [0.0, 0.2, 0.2], [0.1, 0.0, -0.2], [-0.4, -0.3, 0.1], [0.2, -0.2, -0.1], [-0.2, 0.0, 0.1], [0.0, 0.1, 0.2], [-0.5, -0.1, -0.4], [0.2, -0.3, -0.1], [0.0, 0.2, -0.1], [-0.1, 0.0, 0.3], [0.1, 0.3, -0.4], [0.1, -0.2, -0.1], [0.1, 0.1, 0.1], [-0.2, 0.0, 0.0], [0.2, 0.1, 0.0], [0.4, -0.5, -0.1], [-0.3, 0.2, 0.0], [0.1, 0.2, -0.9], [-0.4, -0.3, 0.4], [-0.3, 0.1, -0.2], [-0.1, 0.0, 0.4], [0.5, -0.3, -0.1], [0.0, 0.1, 0.3], [-0.2, 0.2, 0.2], [0.1, -0.3, -0.2], [-0.2, 0.0, 0.5], [-0.2, 0.5, -0.4], [-0.3, -0.3, 0.1], [-0.1, 0.3, -0.3], [0.0, -0.1, -0.3], [0.3, 0.1, -0.4], [-0.2, 0.2, 0.3], [0.2, -0.3, 0.2], [0.3, -0.3, 0.5], [0.7, -0.2, -0.3], [-0.7, -0.9, -0.6], [0.1, 0.2, 0.1], [-0.3, 0.2, 0.4], [-0.1, 0.2, -0.2], [0.0, -0.1, 0.2], [0.1, 0.0, 0.2], [0.1, 0.1, -0.1], [-0.1, 0.0, 0.1], [0.1, -0.2, 0.0], [-0.1, 0.0, -0.1], [0.0, 0.1, 0.2], [-0.1, 0.3, 0.1], [0.0, 0.2, 0.1], [-0.1, -0.1, 0.0], [0.2, 0.0, -0.1], [0.1, 0.2, 0.0], [0.0, -0.2, -0.1], [-0.1, 0.1, 0.3], [0.2, 0.2, -0.1], [0.1, 0.0, 0.0], [0.2, 0.0, 0.1], [-0.1, 0.3, 0.0], [0.0, -0.1, -0.2], [2.0, 0.8, 1.8], [-2.2, -1.7, -2.0], [1.2, 0.9, 1.0], [0.1, 0.4, -0.2], [0.3, 0.2, -0.3], [-0.4, -0.3, -0.3], [0.0, -0.2, 0.2], [-0.4, -0.3, 0.5], [0.2, 0.2, -0.1], [0.0, 0.1, -0.3], [-0.1, -0.1, -0.1], [-0.2, -0.3, 0.1], [-0.1, -0.1, 0.3]]}